C3H4NO3 | the ωB97M-V functional and the def2-TZVPD basis

Computed properties:
Relative energy (zero: lowest compared OMol25 entry of this formula, charge and spin) (kJ/mol): 86.8
Net charge: -1
Total energy (eV): -10804.913
Spin multiplicity: 3
LUMO level (spin up / spin down) (eV): 4.05 / 3.05

The geometry in XYZ format:
```
11
Properties=species:S:1:pos:R:3:forces:R:3:lowdin_spin:R:1
O 2.029 -0.528 0.663 -0.2754 0.0274 0.3330 0.12
H -1.648 -1.387 0.801 -0.0230 -0.0008 -0.2934 0.01
O -2.566 0.071 -0.267 0.5431 -0.1559 0.0529 0.08
H 1.943 0.635 -0.725 0.2209 0.0117 -0.1034 0.02
O 1.429 1.115 -1.393 3.5957 0.3219 -2.6320 0.68
H -0.695 1.544 -1.049 -0.0865 0.4200 0.5362 0.03
C -0.231 0.066 0.198 0.2222 3.4454 -0.7026 0.14
H 0.452 -1.671 1.198 -0.0116 0.1524 0.0340 0.00
N 0.034 1.316 -0.373 -3.5254 -2.7515 2.0041 0.77
C -1.550 -0.437 0.219 -1.2881 -0.4628 0.6202 0.07
C 0.804 -0.725 0.728 0.6283 -1.0077 0.1511 0.07
```
Positions in Å, forces in eV/Å.